[1]
{
  "formula": "CH7NO2",
  "method": "ωB97M-V with the def2-TZVPD basis set",
  "elements": ["N", "C", "O", "H", "H", "H", "H", "H", "H", "H", "O"],
  "xyz": [[0.064, 0.267, 0.033], [-1.122, -0.409, 0.509], [-2.230, 0.340, 0.837], [0.010, 0.509, -0.956], [0.277, 1.148, 0.517], [-1.497, -1.094, -0.249], [-0.724, -0.982, 1.396], [-2.105, 1.357, 0.917], [3.010, -0.298, -0.429], [1.690, -0.320, -1.295], [2.626, -0.518, -1.278]],
  "atomic_forces_ev_per_a": [[-2.3, 1.8, -0.1], [0.7, -0.6, -0.3], [0.7, 2.8, 0.9], [0.7, -0.6, -0.4], [0.4, -0.4, 0.4], [0.5, -0.5, 0.0], [-0.5, -0.1, -0.2], [-0.3, -2.3, -0.2], [-0.1, 0.1, 0.3], [0.3, 0.0, 0.2], [0.1, -0.3, -0.5]],
  "e_lumo_ev": [-4.24, -10.51],
  "multiplicity": 2,
  "e_homo_ev": [-15.812, -15.632],
  "e_above_lowest_kj_mol": 97.9,
  "charge": 1,
  "energy_ha": -247.12183,
  "orbital_gap_ev": [11.6, 5.1]
}



[2]
{
  "formula": "C6H25O14Zn2",
  "method": "ωB97M-V with the def2-TZVPD basis set",
  "elements": ["Zn", "Zn", "C", "C", "O", "O", "H", "H", "H", "C", "C", "O", "O", "H", "H", "H", "C", "C", "O", "O", "H", "H", "H", "O", "H", "H", "O", "H", "H", "O", "H", "H", "O", "H", "H", "O", "H", "H", "O", "H", "H", "O", "H", "H", "O", "H", "H"],
  "xyz": [[2.447, -1.640, -5.208], [-2.680, 2.379, -0.736], [1.184, -2.442, 0.757], [0.696, -1.536, -0.398], [0.915, -1.976, -1.564], [0.155, -0.455, -0.150], [2.273, -2.506, 0.753], [0.728, -3.431, 0.758], [1.123, -1.935, 1.720], [-1.739, 6.368, -4.720], [-2.234, 5.269, -3.811], [-1.632, 4.158, -3.699], [-3.198, 5.416, -3.062], [-2.297, 7.276, -4.489], [-1.693, 6.049, -5.761], [-0.697, 6.561, -4.464], [-3.474, 5.661, 3.885], [-3.141, 4.547, 2.840], [-2.125, 4.409, 2.167], [-4.044, 3.734, 2.479], [-3.365, 6.651, 3.441], [-2.692, 5.662, 4.644], [-4.416, 5.655, 4.434], [-2.653, -6.573, -1.387], [-2.727, -7.460, -1.739], [-1.731, -6.345, -1.502], [2.606, 2.462, 2.285], [2.689, 3.275, 1.786], [1.985, 1.934, 1.784], [5.061, -6.949, 1.558], [5.653, -7.667, 1.331], [4.411, -6.943, 0.856], [2.767, -2.042, 6.209], [1.868, -1.891, 5.916], [3.258, -1.291, 5.876], [-4.689, -0.117, -1.048], [-4.806, -0.939, -1.524], [-5.468, -0.046, -0.497], [5.539, -0.168, 3.610], [6.360, -0.332, 3.147], [5.055, 0.428, 3.037], [1.751, -8.190, -0.198], [1.890, -8.666, -1.017], [1.518, -8.868, 0.436], [0.199, 0.654, -6.215], [-0.493, 0.501, -6.858], [-0.136, 1.361, -5.664]],
  "atomic_forces_ev_per_a": [[-0.4, 0.2, 0.3], [-0.3, 0.2, 0.2], [1.2, -0.2, 1.3], [-0.9, 1.8, -2.3], [0.7, -1.3, 0.7], [0.1, -0.2, 1.3], [0.1, -0.4, -1.0], [0.0, 0.3, -0.2], [-1.1, 0.2, -0.2], [0.5, -0.5, 0.6], [0.7, 0.5, -0.4], [0.2, -0.6, 0.0], [-0.8, 0.1, 0.6], [-0.2, -0.1, -0.5], [-0.5, 0.2, 0.0], [0.1, 0.0, 0.2], [1.3, -0.4, -0.2], [-2.0, 1.5, 0.8], [1.2, 0.2, -0.1], [-0.2, -0.5, -0.3], [-0.1, -0.2, -0.5], [0.2, -0.3, 0.0], [-0.1, -0.7, -0.5], [-0.2, 0.2, 0.1], [-0.1, -0.2, -0.1], [0.3, 0.1, 0.0], [0.2, -0.1, 0.2], [0.1, 0.3, -0.1], [-0.2, -0.2, -0.1], [0.0, 0.2, 0.1], [0.2, -0.2, 0.0], [-0.3, 0.0, -0.2], [0.0, -0.2, 0.1], [-0.2, 0.0, 0.0], [0.3, 0.2, -0.1], [0.4, 0.5, 0.1], [0.1, -0.2, -0.2], [-0.2, 0.1, 0.2], [-0.1, -0.1, 0.2], [0.2, -0.1, 0.0], [-0.2, 0.3, -0.1], [0.1, 0.3, 0.0], [0.1, -0.1, -0.2], [-0.1, -0.2, 0.3], [0.4, -0.3, 0.1], [-0.2, -0.1, -0.2], [0.0, 0.3, 0.2]],
  "e_lumo_ev": -9.11,
  "e_homo_ev": -10.939,
  "charge": 1,
  "energy_ha": -4854.86588,
  "orbital_gap_ev": 1.8
}



[3]
{
  "formula": "C6H4ClF",
  "method": "ωB97M-V with the def2-TZVPD basis set",
  "elements": ["C", "C", "C", "C", "C", "C", "H", "H", "H", "H", "F", "Cl"],
  "xyz": [[0.354, -0.867, 0.468], [1.316, -0.117, 1.077], [1.074, 1.292, 0.611], [1.723, 2.394, 0.984], [-0.068, 1.226, -0.324], [-0.487, -0.024, -0.430], [1.881, -0.473, 1.938], [2.474, 2.305, 1.718], [1.468, 3.348, 0.525], [-0.341, 2.034, -0.966], [0.165, -2.182, 0.570], [-1.791, -0.647, -1.333]],
  "atomic_forces_ev_per_a": [[0.8, 0.8, 0.0], [-1.6, -0.2, -0.1], [-0.1, -1.1, 0.2], [-0.9, -0.2, -0.9], [0.9, 0.7, -0.4], [0.2, -1.1, 0.8], [0.2, 0.3, -0.5], [0.9, 0.3, 0.6], [0.1, -0.1, 0.3], [-0.4, 0.4, 0.0], [-0.1, 0.4, 0.1], [0.0, -0.1, -0.2]],
  "e_lumo_ev": -0.20,
  "e_homo_ev": -8.992,
  "e_above_lowest_kj_mol": 172.3,
  "energy_ha": -791.03086,
  "orbital_gap_ev": 8.8
}



[4]
{
  "formula": "C50H45ClN3O6SSbSe2Ti",
  "method": "ωB97M-V with the def2-TZVPD basis set",
  "elements": ["Ti", "O", "C", "O", "C", "C", "Cl", "N", "N", "C", "C", "O", "O", "C", "C", "C", "C", "C", "C", "H", "H", "H", "H", "H", "H", "O", "C", "C", "C", "O", "C", "Se", "C", "Se", "H", "H", "H", "H", "H", "H", "H", "H", "H", "H", "S", "C", "C", "C", "C", "C", "C", "N", "C", "C", "C", "C", "C", "C", "C", "H", "H", "H", "H", "H", "H", "H", "H", "C", "C", "C", "C", "C", "C", "C", "Sb", "C", "C", "C", "C", "C", "C", "C", "C", "C", "C", "C", "C", "C", "C", "H", "H", "H", "H", "H", "H", "H", "H", "H", "H", "H", "H", "H", "H", "H", "H", "H", "H", "H", "H", "H"],
  "xyz": [[0.614, -0.053, 0.814], [-4.849, -1.881, 2.369], [-4.699, -0.682, 2.918], [-5.588, -0.141, 3.520], [-3.368, -0.022, 2.768], [-3.003, 1.164, 3.386], [-3.849, 2.152, 4.469], [-1.727, 1.452, 3.035], [-1.248, 0.515, 2.208], [-2.212, -0.371, 2.041], [-1.920, -1.467, 1.075], [-2.620, -2.464, 0.990], [-0.874, -1.241, 0.349], [-0.938, 2.593, 3.378], [0.294, 2.390, 3.977], [1.078, 3.491, 4.280], [0.622, 4.769, 3.989], [-0.616, 4.953, 3.391], [-1.406, 3.860, 3.075], [-4.041, -2.187, 1.880], [0.630, 1.384, 4.197], [2.047, 3.345, 4.735], [1.237, 5.626, 4.230], [-0.964, 5.949, 3.156], [-2.364, 3.984, 2.588], [4.267, -1.472, 1.737], [4.113, -2.830, 1.401], [2.700, -3.319, 1.040], [2.866, -4.858, 0.914], [1.695, -5.538, 0.502], [1.646, -3.092, 2.120], [1.233, -1.300, 2.818], [2.210, -2.852, -0.336], [2.259, -0.927, -0.729], [4.152, -0.944, 0.935], [4.458, -3.382, 2.279], [4.773, -3.106, 0.568], [3.235, -5.261, 1.865], [3.615, -5.075, 0.150], [1.092, -5.603, 1.248], [1.902, -3.661, 3.017], [0.688, -3.465, 1.749], [1.186, -3.184, -0.498], [2.824, -3.295, -1.121], [-0.797, 4.251, -0.388], [-2.178, 3.260, -0.729], [-3.454, 3.656, -1.121], [-4.385, 2.674, -1.386], [-4.045, 1.320, -1.295], [-2.781, 0.926, -0.906], [-1.841, 1.909, -0.586], [-0.526, 1.699, -0.164], [0.110, 2.833, -0.018], [1.430, 2.864, 0.603], [2.212, 4.016, 0.642], [3.398, 3.994, 1.353], [3.778, 2.835, 2.024], [2.988, 1.694, 1.972], [1.792, 1.678, 1.249], [-3.705, 4.703, -1.225], [-5.384, 2.956, -1.690], [-4.777, 0.564, -1.547], [-2.515, -0.119, -0.892], [1.908, 4.914, 0.118], [4.026, 4.874, 1.387], [4.700, 2.822, 2.590], [3.306, 0.800, 2.498], [-1.777, 2.960, -4.077], [-1.388, 2.331, -5.386], [-1.616, 3.020, -6.574], [-1.291, 2.460, -7.799], [-0.734, 1.193, -7.848], [-0.500, 0.502, -6.669], [-0.817, 1.055, -5.434], [-0.417, -0.021, -3.607], [-2.164, -1.257, -3.673], [-3.310, -0.721, -4.261], [-4.540, -1.346, -4.133], [-4.635, -2.523, -3.405], [-3.499, -3.071, -2.835], [-2.255, -2.456, -2.957], [-1.061, -3.139, -2.349], [1.216, -1.105, -4.491], [2.407, -0.391, -4.331], [3.617, -0.868, -4.800], [3.654, -2.098, -5.440], [2.482, -2.807, -5.620], [1.252, -2.328, -5.162], [0.028, -3.152, -5.461], [-2.227, 3.942, -4.229], [-0.910, 3.084, -3.423], [-2.502, 2.345, -3.538], [-2.057, 4.009, -6.534], [-1.474, 3.013, -8.712], [-0.478, 0.743, -8.798], [-0.053, -0.483, -6.720], [-3.242, 0.196, -4.836], [-5.417, -0.917, -4.601], [-5.591, -3.018, -3.289], [-3.572, -3.998, -2.277], [-0.952, -4.143, -2.762], [-1.180, -3.234, -1.271], [-0.127, -2.605, -2.538], [2.394, 0.566, -3.816], [4.521, -0.291, -4.656], [4.591, -2.499, -5.805], [2.506, -3.755, -6.145], [0.020, -3.441, -6.514], [-0.894, -2.615, -5.255], [0.020, -4.073, -4.875]],
  "atomic_forces_ev_per_a": [[0.0, -0.1, 0.1], [0.2, 0.0, -0.1], [0.0, 0.0, 0.0], [0.0, 0.0, 0.0], [0.1, 0.1, 0.1], [0.0, -0.1, 0.1], [0.0, 0.0, 0.0], [-0.1, 0.0, -0.1], [0.0, 0.0, -0.1], [-0.2, 0.1, 0.0], [0.0, -0.2, 0.0], [-0.1, 0.1, 0.0], [-0.1, -0.1, 0.0], [0.1, 0.0, 0.1], [0.0, 0.0, 0.1], [0.0, 0.0, 0.0], [0.0, 0.0, 0.0], [0.0, 0.0, 0.0], [0.0, 0.0, 0.0], [-0.1, 0.0, 0.1], [0.0, 0.0, 0.0], [0.0, 0.0, 0.0], [0.0, 0.0, 0.0], [0.0, 0.0, 0.0], [0.0, 0.0, 0.0], [0.2, 0.0, 0.0], [0.0, -0.1, 0.0], [0.0, 0.0, -0.1], [0.0, 0.0, 0.0], [0.0, 0.0, 0.0], [-0.1, -0.1, 0.0], [0.1, 0.2, -0.1], [-0.1, -0.1, 0.0], [0.0, 0.2, 0.0], [-0.1, 0.0, 0.0], [0.0, 0.0, 0.0], [0.0, 0.0, 0.0], [0.0, 0.0, 0.0], [0.0, 0.0, 0.0], [0.0, 0.0, 0.0], [0.0, 0.1, 0.0], [0.1, 0.0, 0.1], [0.0, 0.0, 0.0], [0.0, 0.0, 0.0], [0.0, 0.0, 0.0], [-0.1, -0.1, 0.0], [0.1, 0.1, 0.0], [-0.1, -0.1, 0.0], [0.0, 0.0, 0.0], [0.0, 0.1, 0.0], [0.1, -0.1, -0.1], [0.2, 0.2, 0.0], [0.0, -0.1, 0.1], [-0.1, 0.1, 0.0], [0.1, 0.0, 0.0], [0.0, 0.0, 0.0], [0.0, 0.0, 0.0], [0.0, 0.0, -0.1], [0.0, 0.0, 0.1], [0.0, 0.0, 0.0], [0.0, 0.0, 0.0], [0.0, 0.0, 0.0], [0.0, 0.0, 0.0], [0.0, 0.0, 0.0], [0.0, 0.0, 0.0], [0.0, 0.0, 0.0], [0.0, 0.0, 0.0], [0.0, 0.1, 0.1], [0.0, 0.0, 0.0], [0.0, 0.0, 0.0], [0.0, 0.0, 0.0], [0.0, 0.0, 0.0], [0.0, -0.1, 0.0], [-0.1, 0.0, 0.1], [0.2, 0.1, -0.2], [0.0, -0.1, 0.0], [0.0, 0.0, 0.0], [0.0, 0.0, 0.0], [0.0, 0.0, 0.0], [0.0, 0.0, 0.0], [0.0, 0.0, 0.0], [0.1, 0.0, 0.1], [0.1, 0.0, 0.1], [0.0, 0.0, 0.1], [0.0, 0.0, 0.0], [0.0, 0.0, 0.0], [0.0, 0.0, 0.0], [-0.1, 0.0, -0.1], [0.0, 0.0, -0.1], [0.0, 0.0, 0.0], [0.0, 0.0, 0.0], [0.0, 0.0, 0.0], [0.0, 0.0, 0.0], [0.0, 0.0, 0.0], [0.0, 0.0, 0.0], [0.0, 0.0, 0.0], [0.0, 0.0, 0.0], [0.0, 0.0, 0.0], [0.0, 0.0, 0.0], [0.0, 0.0, 0.0], [0.0, 0.0, 0.0], [0.0, 0.0, 0.1], [0.0, 0.0, 0.0], [0.0, 0.0, 0.0], [0.0, 0.0, 0.0], [0.0, 0.0, 0.0], [0.0, 0.0, 0.0], [0.0, 0.0, 0.0], [0.0, 0.0, 0.0], [0.0, 0.0, 0.0]],
  "e_lumo_ev": -1.05,
  "e_homo_ev": -7.967,
  "e_above_lowest_kj_mol": 0.0,
  "energy_ha": -9299.13567,
  "orbital_gap_ev": 6.9
}



[5]
{
  "formula": "C16H39N2O5PS2",
  "method": "ωB97M-V with the def2-TZVPD basis set",
  "elements": ["C", "C", "O", "O", "C", "C", "O", "S", "O", "O", "P", "S", "H", "H", "H", "H", "H", "H", "H", "H", "H", "C", "C", "N", "C", "C", "C", "C", "H", "H", "H", "H", "H", "H", "H", "H", "H", "H", "H", "H", "H", "H", "H", "C", "C", "N", "C", "C", "C", "C", "H", "H", "H", "H", "H", "H", "H", "H", "H", "H", "H", "H", "H", "H", "H"],
  "xyz": [[-0.393, 0.762, 4.116], [-1.254, -0.299, 3.505], [-2.365, -0.115, 3.101], [-0.674, -1.542, 3.440], [-0.025, -1.768, 2.183], [0.963, -2.880, 2.456], [1.424, -3.601, 1.294], [2.241, -2.855, 0.151], [2.888, -1.700, 0.727], [0.879, -2.252, -0.629], [1.088, -1.242, -1.896], [0.305, -1.873, -3.530], [0.526, 0.342, 4.510], [-0.127, 1.469, 3.333], [-0.947, 1.271, 4.896], [-0.750, -2.052, 1.427], [0.482, -0.861, 1.851], [1.812, -2.530, 3.037], [0.448, -3.628, 3.054], [0.470, -0.070, -1.468], [2.457, -0.963, -1.949], [5.334, -0.373, -3.662], [4.974, -1.784, -4.107], [4.369, -1.834, -5.420], [3.776, -3.123, -5.731], [4.706, -4.338, -5.848], [5.132, -1.205, -6.484], [6.559, -1.709, -6.743], [4.463, 0.282, -3.715], [5.690, -0.392, -2.631], [6.125, 0.063, -4.271], [4.250, -2.189, -3.392], [5.871, -2.420, -4.024], [3.207, -3.018, -6.658], [3.032, -3.330, -4.955], [5.283, -4.329, -6.772], [4.110, -5.253, -5.849], [5.402, -4.403, -5.011], [5.180, -0.134, -6.275], [4.545, -1.290, -7.401], [7.119, -1.840, -5.816], [7.100, -0.980, -7.349], [6.574, -2.653, -7.284], [-5.373, 4.783, 1.915], [-5.060, 3.481, 2.637], [-4.857, 3.655, 4.063], [-4.280, 2.488, 4.706], [-5.097, 1.192, 4.736], [-5.939, 4.309, 4.775], [-7.336, 3.675, 4.703], [-4.602, 5.530, 2.113], [-5.412, 4.607, 0.840], [-6.336, 5.198, 2.212], [-4.132, 3.071, 2.228], [-5.848, 2.749, 2.401], [-4.012, 2.767, 5.729], [-3.336, 2.276, 4.196], [-5.912, 1.234, 5.459], [-4.449, 0.363, 5.024], [-5.512, 0.949, 3.758], [-6.011, 5.335, 4.409], [-5.636, 4.400, 5.821], [-7.593, 3.372, 3.687], [-8.085, 4.400, 5.027], [-7.429, 2.803, 5.349]],
  "atomic_forces_ev_per_a": [[0.3, -0.2, -0.1], [-0.5, 0.1, -0.1], [0.1, 0.0, 0.0], [0.3, -0.1, -0.1], [0.0, 0.0, -0.1], [-0.1, -0.2, 0.4], [0.0, 0.1, -0.3], [-0.1, -0.2, 0.4], [0.1, 0.1, 0.0], [0.5, 0.3, 0.1], [-1.1, -0.3, -1.2], [0.3, 0.0, 0.1], [0.0, 0.0, 0.1], [-0.1, 0.2, 0.0], [-0.1, 0.2, 0.0], [-0.1, -0.1, -0.1], [0.1, 0.1, 0.0], [0.1, 0.1, -0.1], [0.0, -0.1, -0.1], [0.2, 0.2, 0.4], [0.1, 0.0, 0.3], [0.0, 0.0, 0.0], [0.1, 0.1, 0.1], [-0.1, -0.1, 0.0], [-0.1, -0.1, 0.0], [-0.1, 0.0, 0.0], [0.1, 0.1, -0.1], [0.0, 0.0, -0.1], [0.0, 0.0, 0.0], [0.0, 0.0, 0.0], [0.0, 0.0, 0.0], [0.0, -0.1, -0.1], [0.0, 0.0, 0.0], [0.0, 0.0, 0.0], [0.0, 0.0, 0.0], [0.0, 0.0, 0.0], [0.0, 0.0, 0.0], [0.0, 0.0, 0.0], [0.0, 0.0, 0.0], [0.0, -0.1, 0.0], [0.0, 0.0, 0.0], [0.0, 0.0, 0.0], [0.0, 0.0, 0.1], [0.0, 0.0, 0.0], [-0.1, 0.0, -0.1], [0.0, 0.0, 0.0], [0.2, -0.1, 0.1], [0.0, 0.0, 0.1], [-0.1, 0.1, 0.0], [0.0, 0.0, 0.1], [0.0, 0.0, 0.0], [0.0, 0.0, 0.0], [0.0, 0.0, 0.0], [0.0, -0.1, 0.0], [0.0, 0.0, 0.0], [-0.1, 0.0, 0.0], [0.0, 0.0, -0.1], [0.0, 0.0, 0.0], [0.0, 0.0, 0.0], [0.0, 0.0, 0.0], [0.0, 0.0, 0.0], [0.0, -0.1, 0.0], [0.0, 0.0, 0.0], [0.0, 0.0, 0.0], [0.0, 0.0, -0.1]],
  "e_lumo_ev": 0.39,
  "e_homo_ev": -7.991,
  "energy_ha": -2256.42316,
  "orbital_gap_ev": 8.4
}